1.
One molecule with the formula C2H4N2O2 at a distorted geometry, computed with ωB97M-V/def2-TZVPD.

Geometry (Å):
C 0.94 0.88 -0.39
C -0.95 0.35 1.13
H 0.57 -1.65 -0.57
H -0.92 -1.28 -1.59
H 1.61 0.35 -1.22
H -1.53 -0.59 1.02
N -0.27 -1.11 -0.59
N -0.16 0.14 -0.08
O 1.38 1.85 0.22
O -0.67 1.08 2.08

HOMO level (Eh): -0.3653
Lowest unoccupied orbital energy (eV): 0.455
Kohn-Sham gap (hartree): 0.382
SMILES string: NN(C=O)C=O
Charge: 0

---

2.
A 2-piece molecular cluster, C4H7NO2 overall at a distorted geometry, computed with ωB97M-V/def2-TZVPD.

Geometry (Å):
O 2.22 1.24 0.43
N 2.06 0.15 -0.39
C 0.93 -0.40 -0.31
C 0.08 -1.44 -0.83
C -0.46 -0.52 0.26
C -0.77 0.86 -0.11
O -0.88 1.74 0.71
H 3.15 1.44 0.32
H 0.38 -2.42 -0.49
H -0.36 -1.39 -1.83
H -0.59 -0.87 1.28
H -2.58 -0.09 1.01
H -0.86 1.03 -1.20
H -2.36 0.59 1.22

HOMO level (Eh): -0.3592
Lowest unoccupied orbital energy (eV): 0.554
Kohn-Sham gap (hartree): 0.380
SMILES string: O=C[C@H]1C/C1=N/O.[H][H]
Charge: 0

---

Question: Look up the Kohn-Sham gap of the second one.
Answer: 0.380 hartree